A 2-piece molecular cluster, C4H12O overall. Source: OMol25; level of theory: ωB97M-V/def2-TZVPD.

Properties
ΔE to the lowest compared entry with this formula, charge and spin = 19.29 kcal/mol
Gap between HOMO and LUMO = 11.3481 eV
Structure (SMILES) = CCC.CO
HOMO energy = -0.3816 hartree
Spin multiplicity = 1

CARTESIAN COORDINATES (ANGSTROEM)
C  -2.05  -0.26  1.80
O  -1.10  -0.16  2.86
H  -1.01  0.73  3.23
H  -2.85  0.44  2.02
H  -2.36  -1.29  1.80
H  -1.61  -0.05  0.82
C  1.01  0.41  -1.13
C  0.11  -0.70  -1.63
C  2.28  0.62  -1.98
H  1.38  0.18  -0.13
H  0.52  1.39  -0.98
H  -0.79  -0.84  -1.03
H  -0.07  -0.60  -2.70
H  3.21  0.44  -1.43
H  0.70  -1.62  -1.58
H  2.32  1.61  -2.41
H  2.31  -0.02  -2.87

natural (NBO) charges, unit e, in atom order:
1. C -0.2398
2. O -0.7369
3. H 0.4682
4. H 0.1668
5. H 0.1824
6. H 0.1603
7. C -0.4061
8. C -0.6029
9. C -0.6134
10. H 0.1994
11. H 0.1947
12. H 0.2061
13. H 0.2023
14. H 0.2085
15. H 0.2031
16. H 0.2067
17. H 0.2004

---

C24H23AsBrN4O4S4Tc as an isolated structure. Source: OMol25; level of theory: ωB97M-V/def2-TZVPD.

Properties
ΔE to the lowest compared entry with this formula, charge and spin = 18.18 kcal/mol
Gap between HOMO and LUMO (alpha / beta) = 6.8438 / 6.9223 eV
HOMO energy (alpha / beta) = -0.4969 / -0.4970 hartree
Spin multiplicity = 1
Charge = +2

CARTESIAN COORDINATES (ANGSTROEM)
Tc  0.61  0.17  -0.66
C  -3.38  1.49  -1.64
C  -2.04  0.99  -1.54
N  -1.33  0.77  -0.49
N  -1.77  1.06  0.76
C  -0.93  0.57  1.64
O  0.13  -0.12  1.24
C  -1.16  0.64  3.08
C  -2.24  1.42  3.58
C  -2.62  1.36  4.91
C  -1.93  0.50  5.76
C  -0.79  -0.15  5.30
C  -0.41  -0.12  3.98
C  -1.33  0.51  -2.76
C  -1.82  0.64  -4.06
C  -1.13  0.14  -5.18
C  0.05  -0.53  -4.93
C  0.51  -0.68  -3.60
N  -0.11  -0.06  -2.60
H  -3.80  1.81  -0.65
H  -4.02  0.72  -2.07
H  -3.39  2.35  -2.32
H  -2.86  1.95  2.89
H  -3.44  1.93  5.29
H  -2.15  0.38  6.86
H  -0.29  -0.83  5.95
H  0.40  -0.74  3.63
H  -2.84  1.00  -4.18
H  -1.43  0.31  -6.19
H  0.66  -0.89  -5.76
H  1.37  -1.31  -3.38
S  5.32  -0.06  1.44
As  6.23  2.01  0.95
S  2.85  -0.76  -0.37
S  3.29  0.13  1.37
S  4.74  3.23  0.40
Br  0.42  -8.88  0.02
C  0.67  -6.99  -0.12
C  1.94  -6.45  0.07
C  2.11  -5.06  0.06
C  0.98  -4.25  -0.23
C  -0.28  -4.78  -0.38
C  -0.46  -6.16  -0.38
C  1.18  -2.79  -0.32
O  2.40  -2.36  -0.01
O  0.27  -2.02  -0.66
H  2.82  -7.05  0.33
H  3.07  -4.59  0.25
H  -1.11  -4.12  -0.62
H  -1.40  -6.70  -0.50
C  1.02  4.16  0.97
N  0.67  4.23  -0.47
C  0.37  5.60  -1.03
C  0.64  3.14  -1.17
O  1.10  2.05  -0.69
H  0.29  4.63  1.56
H  1.98  4.69  1.06
H  1.20  3.08  1.22
H  1.34  6.08  -1.22
H  -0.20  6.10  -0.23
H  -0.26  5.46  -1.92
H  0.30  3.15  -2.23

natural (NBO) charges, unit e, in atom order:
1. Tc 0.9822
2. C -0.6960
3. C 0.2598
4. N -0.2085
5. N -0.3890
6. C 0.6039
7. O -0.6155
8. C -0.1712
9. C -0.1388
10. C -0.2122
11. C -0.1498
12. C -0.2029
13. C -0.1611
14. C 0.1556
15. C -0.2043
16. C -0.1126
17. C -0.2222
18. C 0.0988
19. N -0.4270
20. H 0.2801
21. H 0.2610
22. H 0.2468
23. H 0.2273
24. H 0.2352
25. H 0.2410
26. H 0.2263
27. H 0.2275
28. H 0.2471
29. H 0.2550
30. H 0.2573
31. H 0.2291
32. S -0.2296
33. As 0.7876
34. S 0.5797
35. S 0.0943
36. S -0.4618
37. Br 0.1330
38. C -0.0192
39. C -0.2500
40. C -0.1121
41. C -0.2232
42. C -0.1322
43. C -0.2339
44. C 0.8431
45. O -0.6309
46. O -0.5926
47. H 0.2533
48. H 0.2382
49. H 0.2391
50. H 0.2541
51. C -0.4272
52. N -0.3142
53. C -0.4014
54. C 0.5378
55. O -0.6456
56. H 0.2318
57. H 0.2312
58. H 0.2443
59. H 0.2375
60. H 0.2337
61. H 0.2262
62. H 0.1861

---

Q: Among the records above, which one has the lowest ΔE to the lowest compared entry with this formula, charge and spin?
A: C24H23AsBrN4O4S4Tc